(1)
The following is a quantum chemistry calculation of a molecular structure, C31H25BrMoN3O7S2, from the Open Molecules 2025 dataset.

Positions of all 70 atoms, in Å:
1 Mo -0.305 0.372 -0.213
2 O -1.197 -0.163 1.488
3 C -0.552 -0.471 2.587
4 C -1.039 -1.510 3.401
5 C -0.399 -1.821 4.574
6 C 0.713 -1.088 5.020
7 C 1.165 -0.036 4.268
8 C 0.563 0.280 3.034
9 C 0.951 1.470 2.341
10 N 0.692 1.722 1.105
11 C 0.582 3.114 0.663
12 C -0.897 3.303 0.301
13 N -1.200 2.234 -0.648
14 C -1.669 2.495 -1.823
15 C -1.460 1.675 -2.972
16 C -2.264 1.845 -4.116
17 C -2.036 1.097 -5.239
18 C -0.956 0.199 -5.269
19 C -0.108 0.060 -4.197
20 C -0.367 0.778 -3.025
21 O 0.449 0.610 -1.987
22 H -1.902 -2.060 3.051
23 H -0.765 -2.647 5.172
24 H 1.198 -1.347 5.951
25 H 2.006 0.561 4.605
26 H 1.441 2.248 2.931
27 H 1.196 3.263 -0.227
28 H 0.899 3.805 1.449
29 H -1.077 4.286 -0.140
30 H -1.506 3.188 1.202
31 H -2.207 3.435 -1.969
32 H -3.090 2.546 -4.076
33 H -2.691 1.181 -6.095
34 H -0.795 -0.410 -6.149
35 H 0.708 -0.649 -4.186
36 Br -4.119 -6.761 0.799
37 C -3.746 -4.950 0.340
38 C -4.776 -4.157 -0.137
39 C -4.499 -2.841 -0.465
40 C -3.214 -2.336 -0.318
41 C -2.190 -3.156 0.139
42 C -2.456 -4.473 0.484
43 C -2.938 -0.920 -0.700
44 O -3.783 -0.048 -0.640
45 O -1.704 -0.700 -1.109
46 H -5.768 -4.567 -0.264
47 H -5.274 -2.194 -0.853
48 H -1.178 -2.777 0.197
49 H -1.663 -5.122 0.827
50 S -0.254 -3.148 -2.777
51 C -1.837 -3.195 -3.286
52 N -2.947 -3.223 -3.650
53 C 5.075 3.740 1.311
54 C 4.446 2.423 0.941
55 C 4.337 1.391 1.869
56 C 3.747 0.182 1.526
57 C 3.255 -0.002 0.244
58 C 3.381 1.001 -0.706
59 C 3.968 2.207 -0.351
60 S 2.410 -1.518 -0.165
61 O 2.963 -2.533 0.689
62 O 2.509 -1.666 -1.584
63 O 0.996 -1.203 0.299
64 H 5.399 3.744 2.351
65 H 4.374 4.565 1.172
66 H 5.946 3.948 0.686
67 H 4.728 1.533 2.871
68 H 3.658 -0.625 2.243
69 H 3.010 0.823 -1.707
70 H 4.064 2.994 -1.092

**LUMO energy (spin up / spin down)**: 1.10 / 1.27 eV
**Maximum force**: 0.58 eV/A
**Spin multiplicity**: 3
**Highest occupied orbital energy (spin up / spin down)**: -0.1269 / -0.1268 Eh
**Charge**: -1
**Electronic energy**: -5326.039800 hartree

These are the Mulliken partial charges, in e, on atoms 1 to 2: Mo 0.0889; O -0.8832

***

(2)
The following is a quantum chemistry calculation of a molecular structure, C3H5NO, from the Open Molecules 2025 dataset.

Positions of all 10 atoms, in Å:
1 C -0.177 0.041 -0.138
2 C -1.596 -0.482 1.062
3 C 1.087 0.267 -0.859
4 N -1.234 0.764 -0.086
5 O -0.284 -0.898 0.840
6 H -1.592 -0.213 2.150
7 H -2.211 -1.137 0.502
8 H 1.251 -0.634 -1.494
9 H 1.920 0.582 -0.120
10 H 0.830 1.032 -1.546

**LUMO energy**: 0.99 eV
**Maximum force**: 3.82 eV/A
**Highest occupied orbital energy**: -0.3662 Eh
**Charge**: 0
**Electronic energy**: -247.215856 hartree

These are the Mulliken partial charges, in e, on atoms 1 to 2: C 0.6186; C -0.1065

***

(3)
The following is a quantum chemistry calculation of a molecular structure, C21H24N6O6S3Tc, from the Open Molecules 2025 dataset.

Positions of all 61 atoms, in Å:
1 Tc -0.113 -0.327 0.080
2 C 4.441 1.867 -2.126
3 S 3.994 2.367 -0.441
4 C 2.478 1.547 -0.159
5 S 1.949 0.244 -1.168
6 N 1.867 1.968 0.897
7 N 0.663 1.416 1.205
8 C 0.172 1.875 2.303
9 C -1.239 1.762 2.635
10 C -1.720 1.961 3.927
11 C -3.090 1.977 4.124
12 C -3.931 1.828 3.034
13 C -3.361 1.630 1.780
14 N -2.054 1.586 1.591
15 H 5.516 2.000 -2.219
16 H 3.925 2.500 -2.843
17 H 4.177 0.825 -2.278
18 H 0.815 2.492 2.923
19 H -1.036 2.100 4.754
20 H -3.497 2.117 5.117
21 H -5.005 1.872 3.144
22 H -3.975 1.492 0.900
23 C 1.092 -2.838 3.419
24 C 0.370 -2.077 2.366
25 N 0.976 -1.314 1.498
26 O 2.340 -1.183 1.670
27 C -1.042 -2.144 2.183
28 C -1.974 -3.074 2.884
29 N -1.471 -1.369 1.209
30 O -2.660 -1.370 0.812
31 H 2.086 -2.430 3.568
32 H 1.182 -3.878 3.097
33 H 0.532 -2.813 4.353
34 H 2.664 -0.916 0.791
35 H -1.425 -3.867 3.386
36 H -2.639 -3.514 2.140
37 H -2.592 -2.542 3.610
38 C 5.654 -2.093 -3.549
39 C 4.299 -2.473 -3.017
40 C 3.177 -2.429 -3.842
41 C 1.916 -2.712 -3.346
42 C 1.780 -3.057 -2.011
43 C 2.885 -3.147 -1.181
44 C 4.141 -2.854 -1.687
45 S 0.165 -3.330 -1.330
46 O 0.353 -3.859 -0.003
47 O -0.604 -4.087 -2.272
48 N -0.502 -1.823 -1.216
49 C -1.612 -1.533 -2.103
50 C -1.632 -0.006 -2.364
51 O -2.107 0.442 -3.381
52 O -1.133 0.651 -1.361
53 H 5.782 -2.420 -4.580
54 H 6.448 -2.526 -2.942
55 H 5.769 -1.007 -3.527
56 H 3.292 -2.164 -4.886
57 H 1.039 -2.672 -3.981
58 H 2.742 -3.466 -0.158
59 H 5.009 -2.912 -1.041
60 H -2.568 -1.715 -1.592
61 H -1.583 -2.110 -3.022

**LUMO energy (spin up / spin down)**: -0.98 / -1.90 eV
**Maximum force**: 2.31 eV/A
**Spin multiplicity**: 4
**Highest occupied orbital energy (spin up / spin down)**: -0.3085 / -0.3103 Eh
**Charge**: 0
**Electronic energy**: -2869.889371 hartree

These are the Mulliken partial charges, in e, on atoms 1 to 2: Tc -0.2852; C -0.3603

***

The lowest maximum force belongs to which entry?
C31H25BrMoN3O7S2

***

Look up the electronic energy of the third one.
-2869.889371 hartree